Record 1
The following is a quantum chemistry calculation of a structure of composition C21H35GeN3O4Se4SiTe2W in a non-equilibrium geometry, from OMol25.

* E: -377197.253 eV
* frontier orbital gap (spin up / spin down): 5.6 / 5.4 eV
* spin multiplicity: 3
* energy relative to the best compared isomer or geometry (same formula, charge and spin): 0.00 kJ/mol
* LUMO (spin up / spin down): -2.185 / -2.621 eV

CARTESIAN COORDINATES (ANGSTROEM)
W1 -1.02 -1.17 -1.21
O1 -1.16 -5.88 3.02
C1 0.13 -5.75 3.30
O2 0.68 -6.44 4.11
C2 0.90 -4.70 2.56
C3 2.27 -4.65 2.66
N1 2.67 -3.59 1.93
N2 1.66 -2.93 1.36
C4 0.58 -3.60 1.73
C5 -0.75 -3.18 1.23
O3 -1.72 -3.91 1.35
O4 -0.83 -1.98 0.70
H1 -1.44 -5.21 2.35
H2 2.95 -5.28 3.21
H3 3.61 -3.28 1.76
Se1 -2.45 -3.41 -1.74
Te1 -2.12 -1.88 -3.64
Te2 -3.48 -2.27 -5.79
Se2 -1.11 1.06 -2.26
C6 1.13 -1.67 -5.43
Si1 1.47 -3.08 -4.23
C7 0.43 -4.63 -4.38
C8 3.30 -3.40 -4.02
Se3 1.06 -2.21 -2.23
H4 1.71 -1.75 -6.36
H5 1.42 -0.74 -4.93
H6 0.08 -1.62 -5.71
H7 1.02 -5.50 -4.08
H8 0.05 -4.82 -5.39
H9 -0.42 -4.55 -3.71
H10 3.80 -3.79 -4.92
H11 3.43 -4.13 -3.22
H12 3.79 -2.47 -3.74
C9 -2.04 3.13 4.79
C10 -1.46 2.16 3.76
C11 -2.54 1.36 3.05
C12 -2.01 0.33 2.05
Ge1 -1.13 1.06 0.44
C13 -0.93 3.02 0.33
C14 -2.20 3.86 0.43
C15 -1.89 5.36 0.35
C16 -1.07 5.86 1.54
H13 -1.27 3.74 5.25
H14 -2.56 2.59 5.58
H15 -2.77 3.80 4.33
H16 -0.76 1.47 4.25
H17 -0.87 2.73 3.04
H18 -3.25 2.04 2.57
H19 -3.12 0.82 3.80
H20 -2.80 -0.33 1.71
H21 -1.25 -0.30 2.51
H22 -2.58 -0.75 -0.71
H23 -0.42 3.23 -0.61
H24 -0.24 3.24 1.14
H25 -2.72 3.67 1.38
H26 -2.89 3.59 -0.37
H27 -2.83 5.91 0.30
H28 -1.35 5.56 -0.58
H29 -1.56 5.60 2.49
H30 -0.97 6.95 1.52
H31 -0.07 5.44 1.55
Se4 1.14 0.23 0.55
C17 2.00 1.66 -0.39
C18 2.27 1.57 -1.75
C19 2.91 2.63 -2.37
N3 3.30 3.73 -1.74
C20 3.06 3.80 -0.43
C21 2.43 2.80 0.29
H32 1.99 0.67 -2.30
H33 3.12 2.59 -3.43
H34 3.40 4.69 0.07
H35 2.27 2.91 1.35

***

Record 2
The following is a quantum chemistry calculation of a structure of composition C21H36AlBeBr2Cl2N4O14P2S in a non-equilibrium geometry, from OMol25.

* net charge: +1
* E: -258484.181 eV
* frontier orbital gap: 1.1 eV
* spin multiplicity: 1
* LUMO: -8.181 eV

CARTESIAN COORDINATES (ANGSTROEM)
C1 -0.23 -0.48 1.61
C2 -1.52 -1.32 2.17
C3 -2.90 -1.16 1.29
C4 -3.89 -2.42 1.76
N1 -2.71 -1.25 -0.21
C5 -2.41 -2.61 -0.87
C6 -2.23 -2.83 -2.50
P1 -1.83 -4.51 -3.35
N2 -0.84 -4.13 -4.61
O1 -3.28 -5.27 -4.04
O2 -1.01 -5.59 -2.26
C7 -2.37 -1.52 -3.52
C8 -2.67 -0.07 -2.77
O3 -2.80 1.11 -3.64
C9 -2.82 -0.01 -1.11
C10 -3.10 1.53 -0.51
Br1 -4.90 2.02 0.20
C11 -1.91 2.45 -0.59
C12 -0.44 2.05 -1.20
Br2 -2.24 4.33 0.10
H1 0.20 -0.89 0.59
H2 -0.43 0.69 1.59
H3 0.64 -0.63 2.41
H4 -1.76 -0.88 3.25
H5 -1.21 -2.45 2.36
H6 -3.43 -0.19 1.66
H7 -3.26 -3.41 1.79
H8 -4.39 -2.19 2.80
H9 -4.70 -2.50 0.91
H10 -2.29 -3.59 -0.20
H11 -1.28 -4.40 -5.52
H12 -3.21 -5.29 -5.05
H13 -1.32 -5.28 -1.33
H14 -2.26 -1.65 -4.68
H15 -3.65 1.61 -3.41
H16 0.46 2.61 -0.66
H17 -0.42 2.35 -2.35
H18 -0.18 0.90 -1.15
O4 -6.49 1.35 2.91
H19 -7.45 1.33 2.75
H20 -6.11 1.51 2.04
O5 -1.20 8.72 -1.15
P2 -2.31 8.58 -0.09
O6 -3.51 7.84 -0.69
O7 -2.75 9.98 0.37
O8 -1.77 7.79 1.11
C13 3.26 1.84 3.40
C14 1.94 2.15 2.71
N3 0.84 2.40 2.15
H21 3.17 2.01 4.47
H22 3.54 0.80 3.22
H23 4.04 2.49 3.00
O9 -0.34 -5.64 0.64
H24 0.53 -5.38 0.99
H25 -0.50 -6.50 1.05
Al1 3.36 3.54 5.39
C15 3.50 -2.41 2.27
S1 3.02 -3.41 0.84
O10 2.61 -4.76 1.35
C16 4.69 -3.57 0.17
H26 2.60 -2.21 2.87
H27 4.23 -2.95 2.88
H28 3.92 -1.46 1.93
H29 5.35 -4.04 0.90
H30 5.08 -2.58 -0.11
H31 4.65 -4.20 -0.73
Cl1 -4.31 -7.37 -4.33
N4 6.26 5.03 3.67
C17 5.23 5.44 2.89
C18 5.40 6.13 1.70
C19 6.70 6.42 1.28
C20 7.77 6.02 2.07
C21 7.50 5.33 3.24
H32 4.24 5.18 3.25
H33 4.54 6.42 1.10
H34 6.87 6.96 0.36
H35 8.79 6.24 1.78
H36 8.31 4.99 3.89
Be1 -5.27 3.06 3.98
O11 -2.55 -7.07 -8.10
Cl2 -2.26 -5.65 -8.09
O12 -2.82 -5.05 -6.89
O13 -2.85 -5.03 -9.26
O14 -0.83 -5.44 -8.10

***

Record 3
The following is a quantum chemistry calculation of a structure of composition C21H36BMnN4S2Si3 in a non-equilibrium geometry, from OMol25.

* net charge: +1
* E: -105612.663 eV
* frontier orbital gap (spin up / spin down): 6.1 / 7.5 eV
* spin multiplicity: 2
* energy relative to the best compared isomer or geometry (same formula, charge and spin): 7.73 kJ/mol
* LUMO (spin up / spin down): -6.200 / -4.818 eV

CARTESIAN COORDINATES (ANGSTROEM)
Mn1 -0.50 0.02 1.36
C1 -2.20 -0.85 -2.15
Si1 -0.61 -0.40 -2.96
C2 -0.75 0.55 -4.53
C3 0.21 -2.05 -3.19
C4 0.49 0.55 -1.68
C5 1.40 -0.42 -0.93
C6 2.59 -0.87 -1.52
C7 3.45 -1.68 -0.75
C8 3.12 -1.98 0.55
C9 1.94 -1.53 1.03
N1 1.05 -0.78 0.32
Si2 1.59 2.06 -2.44
C10 2.74 2.70 -1.11
C11 0.46 3.53 -2.81
C12 2.38 1.45 -4.01
H1 -2.63 -1.73 -2.68
H2 -2.87 -0.09 -2.37
H3 -2.20 -1.00 -1.03
H4 -1.67 0.44 -5.08
H5 0.09 0.36 -5.20
H6 -0.83 1.66 -4.31
H7 -0.46 -2.57 -3.77
H8 0.10 -2.45 -2.16
H9 1.24 -2.21 -3.56
H10 2.84 -0.73 -2.54
H11 4.41 -1.94 -1.19
H12 3.87 -2.50 1.12
H13 1.70 -1.73 2.09
H14 2.21 3.27 -0.30
H15 3.35 3.46 -1.52
H16 3.39 1.98 -0.61
H17 -0.24 3.89 -2.04
H18 -0.16 3.39 -3.64
H19 1.05 4.40 -3.01
H20 3.42 1.79 -4.08
H21 1.76 1.80 -4.87
H22 2.46 0.32 -4.17
S1 -2.42 1.18 1.53
C13 -2.13 1.68 -0.11
S2 -0.39 1.45 -0.41
C14 -3.06 2.29 -0.92
C15 -4.42 2.45 -0.47
N2 -5.45 2.53 0.03
C16 -2.84 2.77 -2.26
N3 -2.77 3.02 -3.36
B1 2.27 0.74 4.81
C17 1.34 0.77 3.59
N4 0.55 0.60 2.76
H23 2.31 -0.45 5.20
H24 1.89 1.43 5.64
H25 3.36 1.19 4.43
C18 -2.86 -3.20 3.63
Si3 -1.56 -1.84 3.63
C19 -2.12 -0.31 4.43
C20 0.01 -2.45 4.49
C21 -1.40 -1.77 1.71
H26 -3.15 -3.41 4.64
H27 -2.52 -4.12 3.18
H28 -3.76 -2.90 3.06
H29 -2.03 -0.36 5.53
H30 -3.11 0.04 4.18
H31 -1.46 0.49 4.15
H32 -0.51 -2.69 5.42
H33 0.72 -1.65 4.71
H34 0.48 -3.34 4.10
H35 -2.44 -1.88 1.29
H36 -0.67 -2.39 1.16

***

Record 4
The following is a quantum chemistry calculation of a structure of composition C21H36Cl3MgN2O4Si in a non-equilibrium geometry, from OMol25.

* net charge: -1
* E: -84427.459 eV
* frontier orbital gap: 6.0 eV
* spin multiplicity: 1
* energy relative to the best compared isomer or geometry (same formula, charge and spin): 222.02 kJ/mol
* LUMO: 2.552 eV

CARTESIAN COORDINATES (ANGSTROEM)
C1 -1.99 -2.23 -4.92
C2 -1.56 -3.05 -3.74
H1 -2.32 -2.88 -5.75
H2 -1.18 -1.55 -5.25
H3 -2.82 -1.57 -4.62
C3 -1.38 -4.38 -3.79
C4 -1.13 -5.14 -5.06
H4 -1.36 -4.98 -2.88
H5 -0.54 -4.50 -5.74
H6 -2.04 -5.46 -5.59
H7 -0.53 -6.05 -4.86
Mg1 1.17 2.33 -0.38
Cl1 -1.24 1.73 -0.34
Cl2 1.57 4.58 -0.81
H8 1.42 5.59 3.44
H9 -1.04 5.70 3.11
C5 1.54 4.91 2.58
C6 -0.91 5.15 2.17
N1 0.24 4.26 2.34
H10 2.31 4.17 2.79
C7 0.13 2.98 1.98
O1 1.13 2.26 1.67
H11 -1.80 4.55 1.95
H12 -0.91 2.60 1.87
H13 1.84 5.50 1.71
H14 -0.73 5.86 1.34
H15 2.79 -0.71 -3.56
H16 2.25 -3.26 -1.81
C8 3.55 -0.69 -2.77
C9 3.17 -2.76 -1.47
N2 3.05 -1.31 -1.55
H17 3.85 0.33 -2.56
C10 2.48 -0.60 -0.56
O2 2.44 0.66 -0.51
H18 3.38 -3.06 -0.43
H19 2.05 -1.18 0.27
H20 4.41 -1.29 -3.09
H21 4.00 -3.05 -2.13
O3 0.10 -1.67 -3.07
C11 -1.03 -2.17 -2.59
C12 -0.04 -2.93 -0.33
C13 -1.12 -2.85 -1.20
H22 0.89 -2.44 -0.64
C14 -0.17 -3.60 0.89
H23 -1.80 -1.37 -2.56
C15 -2.34 -3.42 -0.81
H24 0.68 -3.64 1.59
C16 -1.34 -4.27 1.22
C17 -2.46 -4.14 0.38
H25 -3.20 -3.27 -1.47
H26 -1.42 -4.86 2.14
H27 -3.41 -4.61 0.63
Si1 -0.47 2.58 -3.87
Cl3 0.91 1.39 -2.61
C18 0.92 3.60 -4.63
C19 -1.50 3.82 -2.90
C20 -1.35 1.54 -5.11
H28 1.63 3.97 -3.87
H29 0.50 4.48 -5.13
H30 1.47 2.99 -5.36
H31 -0.64 1.00 -5.75
H32 -1.96 2.18 -5.77
H33 -2.05 0.83 -4.65
H34 -2.05 3.33 -2.09
H35 -2.21 4.30 -3.60
H36 -0.86 4.59 -2.44
O4 -0.04 -1.12 2.26
C21 -0.39 -0.28 1.56